# 1
C6H10Si | ωB97M-V/def2-TZVPD

Structure (ORCA input):
```
! RIJCOSX wB97M-V def2-TZVPD def2/J DEFGRID3
* xyz 0 1
C 2.2754 -0.7685 -0.9223
C 0.2740 1.3506 2.1868
C -2.7320 0.3575 -0.9263
C 0.9767 -1.0815 -1.1420
C 0.5510 0.1194 1.6581
C -1.4248 0.6740 -0.8173
Si -0.2789 -0.5218 0.0477
H 2.9472 -0.9353 -1.7479
H 2.7157 -0.2913 0.0195
H 0.6077 1.6115 3.1955
H -0.5299 2.0581 1.7683
H -3.3928 0.8772 -1.5844
H -3.0066 -0.4045 -0.3439
H 0.8638 -1.5874 -2.1299
H 1.3564 -0.4702 2.1065
H -0.9531 1.5305 -1.2369
H -0.9847 -1.9508 0.7892
*
```

Frontier orbital gap, eV: 10.5984
Highest occupied orbital energy, Ha: -0.35193



# 2
C4H13N3O | ωB97M-V/def2-TZVPD

Structure (ORCA input):
```
! RIJCOSX wB97M-V def2-TZVPD def2/J DEFGRID3
* xyz 0 1
C 0.5692 0.5307 1.4737
C -0.2690 1.6471 1.9174
N -0.1369 0.2609 -0.5784
N 0.5383 0.5446 -1.7964
N -1.4702 0.7403 -0.5332
H 0.7267 1.5385 -1.8742
H -0.0237 0.2167 -2.5816
H -1.5769 1.5732 -1.1039
H -2.0780 -0.0183 -0.8747
H 1.5337 0.7484 1.0390
H 0.5613 -0.3674 2.0779
H -0.6056 1.5375 2.9478
H -1.1781 1.6395 1.2574
H 0.1966 2.6168 1.7243
C 1.0715 -2.0424 -0.5194
C -0.3120 -1.4117 -0.4162
O -1.2106 -1.8168 -1.2133
H -0.5517 -1.2934 0.6992
H 1.4247 -1.9882 -1.5473
H 0.9844 -3.0893 -0.2277
H 1.8064 -1.5665 0.1297
*
```

Frontier orbital gap (alpha / beta), eV: 7.2622 / 7.2634
Highest occupied orbital energy (alpha / beta), Ha: -0.28540 / -0.28542



Record-wise electronic energy values, in a.u.: -523.9905 -399.5125
Record-wise relative energy (zero: lowest compared OMol25 entry of this formula, charge and spin) values, in kcal per mole: 26.0 147.3